(1)
{
  "formula": "C7H3ClCrF3NO4S4",
  "method": "wB97M-V/def2-TZVPD",
  "homo_energy_ev": [-5.14, -5.14],
  "total_charge": -1,
  "homo_lumo_gap_ev": [7.34, 7.70],
  "multiplicity": 2,
  "symbols": ["Cr", "F", "C", "F", "F", "C", "C", "C", "C", "N", "C", "S", "H", "H", "H", "O", "Cl", "O", "O", "O", "S", "C", "S", "S"],
  "xyz": [[0.34145, 0.18625, 0.16371], [-2.46082, -3.21784, 4.67759], [-1.38485, -2.73262, 4.01612], [-0.46068, -2.46246, 4.96029], [-0.90714, -3.73696, 3.27830], [-1.74194, -1.51712, 3.21602], [-2.84869, -0.76693, 3.58355], [-3.18238, 0.38301, 2.88746], [-2.36933, 0.76217, 1.83290], [-1.30860, 0.05086, 1.48559], [-0.96963, -1.08411, 2.13057], [0.44929, -1.75226, 1.41062], [-3.45631, -1.09557, 4.41565], [-4.04999, 0.96827, 3.15392], [-2.55548, 1.64841, 1.23899], [-1.43600, 0.56493, -3.32386], [-1.44225, 0.26457, -1.94349], [-2.76241, 0.08808, -1.45067], [-0.78019, 1.36551, -1.17007], [-0.61049, -0.88498, -1.62090], [4.12743, 2.37545, 0.53392], [2.74540, 1.52782, 0.35850], [1.30265, 1.74411, 1.36999], [2.41001, 0.27900, -0.80980]],
  "forces_ev_per_angstrom": [[-0.001, 0.219, -0.507], [-0.066, 0.008, 0.040], [0.014, -0.009, 0.069], [0.061, 0.034, -0.003], [0.017, -0.063, -0.101], [-0.074, 0.051, 0.025], [0.021, -0.071, -0.023], [0.000, 0.051, -0.045], [0.007, -0.015, 0.046], [0.013, 0.025, -0.153], [-0.096, 0.153, -0.019], [0.096, -0.385, 0.081], [-0.005, -0.003, 0.004], [0.008, 0.008, -0.007], [-0.025, 0.004, 0.012], [0.137, 0.028, -0.202], [0.099, 0.326, 0.352], [-0.299, -0.039, 0.042], [-0.187, -0.305, 0.155], [0.070, -0.288, -0.022], [0.013, -0.006, -0.028], [-0.104, 0.017, 0.137], [0.242, 0.300, 0.151], [0.060, -0.041, -0.003]],
  "mulliken_charge": [-0.211, -0.298, 0.686, -0.247, -0.216, -0.236, -0.194, -0.910, -0.313, 0.133, 0.981, -0.387, 0.444, 0.389, 0.465, -0.638, 1.932, -0.591, -0.549, -0.598, -0.324, 0.370, -0.378, -0.308]
}

=====

(2)
{
  "formula": "C7H3ClF2O",
  "method": "wB97M-V/def2-TZVPD",
  "homo_energy_ev": -9.28,
  "e_above_lowest_kcal_mol": 0.0,
  "homo_lumo_gap_ev": 8.75,
  "symbols": ["O", "C", "Cl", "C", "C", "C", "C", "C", "F", "C", "F", "H", "H", "H"],
  "xyz": [[0.13441, 1.79813, -1.53824], [-0.49417, 1.49616, -0.55721], [-2.04714, 2.40771, -0.03948], [-0.28503, 0.43985, 0.45806], [-1.37294, -0.67591, -0.06918], [-0.42080, -1.45708, -0.83898], [0.76505, -1.80903, -0.68076], [1.80831, -1.09590, -0.03082], [3.13441, -1.26188, 0.08561], [1.15772, -0.03850, 0.49744], [1.97444, 0.89851, 1.12027], [-0.51112, 0.63936, 1.43165], [-2.11879, -0.16701, -0.56617], [-1.72433, -1.17440, 0.72782]],
  "forces_ev_per_angstrom": [[-1.688, -0.898, 2.392], [0.867, 2.452, -1.346], [0.779, -0.223, -0.630], [0.714, -2.545, -2.601], [3.586, 1.271, -1.171], [3.023, -1.722, 0.162], [-2.534, -0.791, -1.447], [-1.037, 1.669, 0.385], [-1.214, -0.458, -0.301], [2.675, 1.490, 0.611], [-1.058, -0.602, -0.138], [-0.985, 1.437, 2.377], [-1.691, 0.784, -1.133], [-1.438, -1.865, 2.841]],
  "mulliken_charge": [-0.420, 0.488, -0.220, -0.056, -0.787, 0.030, -0.290, 0.631, -0.245, -0.092, -0.324, 0.493, 0.393, 0.399]
}

=====

(3)
{
  "formula": "C7H3N",
  "method": "wB97M-V/def2-TZVPD",
  "homo_energy_ev": -9.75,
  "e_above_lowest_kcal_mol": 20.5,
  "homo_lumo_gap_ev": 8.87,
  "symbols": ["C", "C", "C", "C", "C", "C", "C", "N", "H", "H", "H"],
  "xyz": [[-2.22736, 1.86692, -0.07340], [-1.84507, 0.73603, 0.06922], [-1.23130, -0.62859, 0.08724], [-1.95960, -1.74636, -0.06361], [0.14899, -0.43221, -0.05583], [1.28241, 0.12926, -0.00430], [2.60965, 0.13823, -0.09470], [3.72849, 0.13906, 0.07454], [-2.40554, 3.03571, 0.12639], [-1.36554, -2.65263, 0.06022], [-2.99458, -1.73620, 0.10394]],
  "forces_ev_per_angstrom": [[-0.220, 3.522, 1.302], [0.116, -1.259, -0.122], [-2.395, 2.041, -1.334], [2.597, -0.012, 1.569], [5.144, 2.269, 0.783], [-6.591, -3.228, -0.774], [-0.156, 0.445, 0.393], [2.984, 0.026, -0.067], [0.296, -3.593, -0.927], [-0.557, -0.164, -0.603], [-1.217, -0.048, -0.220]],
  "mulliken_charge": [0.135, -0.487, 0.100, -0.830, 0.224, 0.208, 0.054, -0.405, 0.324, 0.303, 0.373]
}

=====

(4)
{
  "formula": "C7H4",
  "method": "wB97M-V/def2-TZVPD",
  "homo_energy_ev": -8.19,
  "e_above_lowest_kcal_mol": 91.8,
  "homo_lumo_gap_ev": 7.46,
  "symbols": ["C", "C", "C", "C", "C", "C", "C", "H", "H", "H", "H"],
  "xyz": [[2.27822, -0.26291, -0.08688], [1.37750, 0.66845, -0.36536], [-0.40944, -1.62060, -0.22485], [-1.29102, -0.70014, 0.24586], [0.80665, -0.73845, 0.29794], [-0.21099, 0.18743, 0.70971], [0.25750, 1.46750, 0.12178], [-0.39531, -2.54009, -0.70085], [-2.32957, -0.52496, 0.01049], [0.35231, 2.25819, 0.68352], [-0.43586, 1.80557, -0.69135]],
  "forces_ev_per_angstrom": [[-2.072, 0.260, -0.283], [1.407, -0.364, 0.098], [-0.321, 2.189, 1.838], [0.281, -1.723, -2.285], [-0.621, 0.966, 0.787], [1.543, -0.718, 0.415], [-1.599, -2.549, -3.669], [-0.157, -1.476, -0.986], [-0.161, -0.161, 0.501], [1.423, 4.204, 3.122], [0.278, -0.628, 0.463]],
  "mulliken_charge": [-0.624, 0.129, -0.497, -0.629, 0.322, 0.278, -0.455, 0.466, 0.395, 0.375, 0.241]
}

=====

(5)
{
  "formula": "C7H4",
  "method": "wB97M-V/def2-TZVPD",
  "homo_energy_ev": [-7.70, -10.02],
  "e_above_lowest_kcal_mol": 0.0,
  "homo_lumo_gap_ev": [7.64, 7.05],
  "multiplicity": 3,
  "symbols": ["C", "C", "C", "C", "C", "C", "C", "H", "H", "H", "H"],
  "xyz": [[-2.22243, 0.91178, -0.00255], [-0.91812, 0.90379, 0.00970], [-0.56463, -2.13704, -0.00445], [-3.24432, 0.17701, -0.02130], [0.26163, 0.32374, 0.01668], [-0.00563, -1.07125, 0.02430], [1.62880, 0.90082, 0.00110], [-0.85156, -3.14628, -0.02621], [2.10178, 0.77759, 0.97694], [1.56793, 1.96084, -0.23447], [2.24656, 0.39902, -0.73973]],
  "forces_ev_per_angstrom": [[3.181, -0.086, 0.094], [-2.440, 3.472, -0.060], [0.438, -0.311, 0.027], [-2.906, -0.896, -0.064], [1.413, -2.360, 0.031], [0.675, 0.437, -0.011], [-0.106, 0.393, -0.063], [-0.386, -0.532, -0.008], [0.003, -0.040, 0.019], [0.087, 0.022, 0.056], [0.039, -0.099, -0.021]],
  "mulliken_charge": [0.139, -0.177, -0.084, -0.542, 0.765, -0.320, -1.180, 0.415, 0.301, 0.337, 0.346]
}

=====

(6)
{
  "formula": "C7H4BrClN2",
  "method": "wB97M-V/def2-TZVPD",
  "homo_energy_ev": -7.94,
  "homo_lumo_gap_ev": 7.06,
  "symbols": ["C", "C", "C", "C", "C", "C", "C", "N", "N", "Cl", "Br", "H", "H", "H", "H"],
  "xyz": [[0.22130, 1.70351, -0.01272], [-1.16835, 1.81391, 0.03254], [1.08045, -1.77315, -0.06016], [2.29773, -1.09706, -0.00487], [0.87579, 0.51064, 0.14057], [0.12553, -0.79546, 0.17458], [-2.02420, 0.85103, -0.22351], [2.16741, 0.24373, 0.11695], [-1.16406, -0.94275, 0.33667], [-1.94792, -2.34452, -0.12543], [-3.79219, 0.66067, -0.07458], [0.74561, 2.55533, -0.11424], [-1.75485, 2.82934, 0.05551], [0.99920, -2.86370, -0.21799], [3.33855, -1.35152, -0.02335]],
  "forces_ev_per_angstrom": [[-0.007, -2.689, 1.058], [-2.062, 2.237, -0.717], [0.444, -1.547, 0.023], [0.180, 2.630, 0.229], [-2.196, 0.033, 0.335], [1.044, -1.283, -0.933], [1.022, -3.892, 1.349], [1.669, -0.263, -0.361], [-2.351, 4.168, -0.683], [0.000, -0.282, -0.184], [-1.076, -0.090, 0.075], [1.949, 2.772, -0.240], [1.621, -1.630, -0.113], [-0.344, 0.963, 0.322], [0.107, -1.127, -0.157]],
  "mulliken_charge": [-0.483, -0.090, -0.629, -0.349, 0.135, 0.973, 0.000, -0.772, -0.299, -0.052, 0.003, 0.529, 0.238, 0.329, 0.468]
}